# 1
Formula: C18H38BFN8O3
Source: the Open Molecules 2025 dataset
Level of theory: ωB97M-V/def2-TZVPD

XYZ file:
```
69
Properties=species:S:1:pos:R:3:forces:R:3:lowdin_charge:R:1
C 3.94424 -2.91275 -0.29513 -0.8812 0.0266 0.4543 0.01
B 2.72564 -2.50630 -1.24822 0.0860 -1.0722 -0.1407 -0.49
O 2.12686 -3.52541 -1.97276 -0.0915 0.9320 0.8608 0.14
C 2.17325 -0.98174 -1.47080 0.3162 -0.6568 -1.5137 -0.23
C 1.44760 -1.09320 -2.81500 2.0793 0.6219 5.3682 -0.21
N 0.92810 -1.09657 -3.80447 -1.6715 -0.1975 -3.8537 0.22
C 3.43746 -0.08930 -1.76366 -0.4309 0.0286 -1.4546 -0.12
C 3.20128 1.09610 -2.79189 1.4743 0.3173 1.6008 -0.24
N 4.34894 2.04018 -2.64764 -0.2812 -0.4191 -0.4896 -0.01
C 1.25816 -0.57867 -0.24556 0.5645 -1.7031 0.9568 -0.27
C 0.59670 -1.90916 0.19634 0.7855 3.7852 -1.5650 -0.17
N -0.04899 -2.79619 0.47032 -0.9763 -2.1006 0.8905 0.22
C 2.19286 -0.26414 1.01808 -0.0859 0.5525 0.4264 -0.11
C 2.23497 1.20709 1.51493 0.8508 0.0563 0.2220 -0.16
C 2.97980 2.22798 0.63383 -0.5890 1.0395 0.7730 -0.19
F 4.37950 2.12514 0.76685 -0.5460 -0.4264 -0.3178 -0.07
C 0.20356 0.53878 -0.41014 -0.0435 -0.2682 0.0502 -0.06
C -1.01207 0.40801 -1.38668 -1.8680 1.1300 -0.9796 -0.61
N -0.82262 1.11154 -2.67801 0.5673 -0.0835 0.7750 0.09
N -1.49037 -0.91746 -1.70745 0.5927 -0.5144 0.6918 0.09
N -2.17117 1.15191 -0.75446 0.8614 -0.1861 0.7957 0.05
H 4.09489 -4.01268 -0.31678 0.2473 0.6816 -0.1920 0.07
H 4.85403 -2.35373 -0.57955 -0.2687 -0.3869 0.3709 0.08
H 3.65889 -2.69173 0.75960 0.4828 0.0708 -0.5676 0.07
H 2.21560 -4.36468 -1.49925 0.2610 0.0675 -0.4497 0.11
H 4.16316 -0.75091 -2.29507 -0.3145 0.3749 0.4446 0.13
H 3.97781 0.29343 -0.88312 -0.5425 -0.2504 -0.1865 0.10
H 2.30522 1.69392 -2.54182 0.1144 -0.5579 -0.4406 0.09
H 3.22172 0.71363 -3.82361 -0.5192 0.2835 0.4707 0.12
H 5.18821 1.54964 -2.95179 -0.0431 0.2547 0.0834 0.07
H 4.49245 2.27656 -1.66736 0.0079 -0.0503 -0.2141 0.04
H 3.23836 -0.57904 0.84648 -0.6060 0.1300 -0.1300 0.10
H 1.86463 -0.86631 1.89272 -0.0148 0.2869 -0.6460 0.13
H 2.79700 1.18586 2.47795 -0.2929 0.0516 -0.5760 0.13
H 1.25807 1.64996 1.78970 0.3629 -0.4454 -0.3724 0.11
H 2.72912 3.23921 1.02223 0.1539 -0.5256 -0.2781 0.13
H 2.70464 2.23379 -0.43418 0.2989 -0.2978 0.4128 0.09
H 0.73469 1.47416 -0.68696 -0.3424 -0.5347 0.1947 0.12
H -0.23483 0.71712 0.59477 0.3853 -0.2406 -0.5324 0.12
H 0.16095 1.33036 -2.80400 -0.2429 -0.0433 -0.3559 0.04
H -1.34912 1.98109 -2.66221 0.1387 -0.1646 0.0828 0.07
H -1.98754 -1.35343 -0.93179 0.2416 0.0478 -0.2019 0.07
H -2.09117 -0.90763 -2.52437 0.2653 0.2984 0.0947 0.09
H -2.46358 0.54524 0.01922 -0.2299 0.2425 -0.2457 0.07
H -1.77508 1.96664 -0.26624 -0.2394 -0.0077 -0.3332 0.05
C -4.90226 5.37358 0.32321 0.1789 0.1996 0.0993 -0.06
N -3.46600 5.56054 0.25618 0.0169 -0.1932 -0.1201 -0.20
C -2.87055 6.70143 0.92979 0.2062 -0.1337 -0.1273 -0.04
C -2.66283 4.70758 -0.41295 -0.1591 -0.0660 -0.0852 -0.36
O -1.45165 4.80849 -0.50628 -0.0071 0.0095 0.1588 0.00
H -5.40104 6.24284 -0.11086 -0.1342 -0.0814 0.0353 0.09
H -5.20523 5.26799 1.36728 -0.1470 -0.0146 -0.0612 0.09
H -5.20083 4.48171 -0.22555 0.0851 0.0193 0.0010 0.09
H -2.34439 7.31913 0.20024 0.0312 0.0575 0.1185 0.09
H -2.14949 6.35004 1.66979 0.0152 0.1354 0.0051 0.09
H -3.64026 7.29261 1.42166 -0.0318 -0.0831 -0.0491 0.09
H -3.21227 3.87769 -0.88860 -0.0542 0.0191 0.0282 0.12
C -1.66816 -5.23097 2.17994 -0.3964 0.0888 0.0238 -0.07
N -2.78904 -5.59727 3.02706 0.2718 -0.1601 0.1507 -0.21
C -4.12473 -5.17512 2.64824 -0.0088 -0.1461 0.2415 -0.05
C -2.63164 -6.31898 4.15797 -0.0099 0.0102 -0.0382 -0.36
O -3.53060 -6.65432 4.90521 -0.0508 0.0787 -0.0967 0.01
H -1.60733 -4.14497 2.11072 0.1664 -0.0566 -0.1456 0.06
H -1.82076 -5.64802 1.18213 0.1690 0.1026 -0.0508 0.09
H -0.73351 -5.61421 2.58683 -0.0724 -0.0143 0.0508 0.08
H -4.54897 -4.55760 3.44211 -0.1112 -0.0189 -0.0831 0.09
H -4.75943 -6.05323 2.51678 -0.0948 0.1060 -0.0111 0.09
H -4.09093 -4.60631 1.72104 0.0971 -0.0370 0.0306 0.08
H -1.57992 -6.58895 4.35506 0.0232 0.0314 -0.0588 0.13
```
Forces are in eV/Å.

## Properties
- SMILES = CB(O)[C@](C#N)(CCN)[C@@](C#N)(CCCF)CC(N)(N)N.CN(C)C=O.CN(C)C=O
- frontier orbital gap (hartree) = 0.34425
- LUMO (eV) = 0.271
- E_tot (hartree) = -1497.1412
- M (g/mol) = 444.36
- total charge = 0

# 2
Formula: C18H38BN3O8
Source: the Open Molecules 2025 dataset
Level of theory: ωB97M-V/def2-TZVPD

XYZ file:
```
68
Properties=species:S:1:pos:R:3:forces:R:3:lowdin_charge:R:1
C 1.79472 1.19571 2.95669 -0.4606 -0.6946 -0.0573 -0.07
N 2.21789 0.00188 3.71461 0.3809 0.3270 0.6617 -0.11
C 3.65382 -0.19971 3.56740 0.4194 0.0268 -0.3529 -0.09
B 1.78203 0.09767 5.11179 0.1852 0.0004 -1.0315 -0.51
O 0.66643 -0.58449 5.52308 0.2420 0.3534 0.7392 0.18
C 2.70121 0.92872 6.09679 -0.5881 -0.7062 0.8205 0.02
C 3.36590 0.41038 7.13675 -0.0219 0.7528 -0.4398 0.11
C 4.43113 1.39212 7.47522 1.1249 -0.9078 -0.5496 -0.43
O 5.51982 1.10834 7.87297 -0.2823 0.5079 0.6479 0.17
O 4.12658 2.60996 6.91333 -0.4517 -0.1807 -0.1405 0.15
C 3.00161 2.38280 6.11221 -0.4825 0.5129 0.4955 -0.38
O 2.30726 3.26895 5.72821 0.4733 -0.0419 -0.3897 0.19
H 1.83115 0.98844 1.89123 0.1216 0.0339 0.0020 0.07
H 0.75588 1.41362 3.20528 -0.0612 0.1470 0.0249 0.10
H 2.41580 2.06847 3.17336 0.0141 0.1027 0.0284 0.09
H 3.87866 -0.74462 2.64957 -0.1221 -0.0476 -0.0990 0.09
H 4.09191 -0.77686 4.38087 -0.1492 -0.1138 0.1169 0.08
H 4.22338 0.73689 3.50264 -0.0570 0.1392 0.1143 0.09
H 0.85255 -1.51276 5.68325 -0.3580 -0.2206 -0.2929 0.11
H 3.32448 -0.57382 7.56814 0.0951 -0.1458 -0.0416 0.14
C 0.55213 1.37805 -4.64966 0.1044 0.0482 0.0046 -0.11
O 0.44082 2.73333 -4.26128 -0.0419 -0.1761 -0.0093 -0.19
C -0.86783 3.14290 -3.89263 -0.0599 0.2759 -0.0178 -0.21
C -1.01881 3.30626 -2.39406 0.1335 -0.1748 0.0838 -0.21
N -0.98006 2.02046 -1.71156 0.2038 0.4639 0.0053 -0.05
C -0.79341 2.08565 -0.26731 -0.2427 -0.1403 -0.0302 -0.18
C 0.40891 2.82164 0.31400 0.0069 0.0745 0.1497 -0.22
O 1.65973 2.18244 0.11559 -0.0876 0.1688 -0.3350 -0.21
C 2.20423 2.33212 -1.18377 0.1485 -0.1812 0.1102 -0.08
H 1.50750 1.26341 -5.15971 0.0105 0.0335 0.0053 0.09
H 0.53815 0.69354 -3.79408 -0.0869 -0.0426 -0.0334 0.07
H -0.24698 1.09669 -5.34200 -0.0212 -0.0224 0.0103 0.09
H -1.61763 2.45224 -4.29222 0.0146 -0.0704 0.0533 0.12
H -1.03239 4.11852 -4.35738 -0.0178 -0.0125 -0.0339 0.12
H -1.97841 3.79356 -2.19027 0.0073 0.0113 0.0289 0.12
H -0.22406 3.98743 -2.06164 -0.0515 0.0927 -0.0443 0.10
H -0.24824 1.44674 -2.10275 -0.0557 -0.1181 -0.0372 0.06
H -0.74459 1.05447 0.08965 -0.0412 -0.0203 0.0149 0.11
H -1.69733 2.52643 0.17016 0.0448 0.0676 0.0303 0.12
H 0.26811 2.84838 1.39623 0.0043 -0.0011 0.0168 0.11
H 0.46592 3.86854 -0.00672 0.0158 -0.0311 -0.1499 0.12
H 2.01076 3.32464 -1.59629 -0.0576 -0.0017 -0.0336 0.09
H 1.82504 1.56694 -1.86550 -0.0493 0.0969 -0.0943 0.07
H 3.28228 2.19153 -1.10403 0.0016 0.0366 0.0528 0.09
C -4.34664 -3.71556 -4.12188 -0.0740 0.0744 0.0304 -0.12
O -4.57880 -3.58976 -2.73487 0.0921 -0.0288 -0.1150 -0.19
C -4.02175 -4.62139 -1.93278 -0.1112 -0.0471 0.2163 -0.22
C -2.79577 -4.16270 -1.17039 0.1009 0.0829 -0.1085 -0.22
N -1.65564 -3.94158 -2.04916 -0.0871 0.2036 -0.0213 -0.05
C -0.54096 -3.20339 -1.45977 0.0356 -0.1862 -0.0947 -0.20
C -0.78036 -1.82812 -0.84308 0.1842 0.0970 0.1591 -0.22
O -1.05753 -0.78515 -1.75959 -0.0182 -0.3141 -0.0295 -0.22
C -2.37671 -0.77848 -2.27474 0.0823 0.1194 -0.1653 -0.09
H -5.03828 -3.04522 -4.62958 -0.0105 0.0162 0.0250 0.09
H -3.32804 -3.42603 -4.40359 0.0180 -0.0774 -0.0315 0.07
H -4.53466 -4.73613 -4.46712 0.0342 -0.0179 -0.0133 0.09
H -3.80423 -5.50963 -2.53382 0.0708 0.0342 -0.0569 0.12
H -4.78824 -4.89208 -1.20232 -0.0093 -0.0373 -0.0131 0.12
H -2.53417 -4.93352 -0.43832 0.0092 0.0161 0.0304 0.12
H -3.08032 -3.25934 -0.61619 -0.0514 -0.0485 0.0728 0.10
H -1.96418 -3.45335 -2.87755 -0.0337 0.0126 -0.0094 0.06
H 0.21019 -3.08076 -2.24379 0.0372 -0.0212 0.0193 0.12
H -0.08811 -3.83878 -0.69059 -0.0118 0.0433 0.0521 0.12
H 0.15437 -1.53742 -0.35494 0.0023 -0.0004 -0.0088 0.12
H -1.54120 -1.84702 -0.05282 -0.1032 -0.0503 -0.0840 0.11
H -3.10888 -1.06977 -1.51770 -0.0044 -0.0741 -0.0042 0.09
H -2.46654 -1.43161 -3.14779 -0.0986 -0.0845 0.0711 0.07
H -2.58960 0.23918 -2.59378 0.0419 0.0659 0.0751 0.07
```
Forces are in eV/Å.

## Properties
- SMILES = CN(C)B(O)C1=CC(=O)OC1=O.COCCNCCOC.COCCNCCOC
- frontier orbital gap (hartree) = 0.28590
- LUMO (eV) = -0.793
- E_tot (hartree) = -1499.6173
- M (g/mol) = 435.33
- total charge = 0

# 3
Formula: C18H38BN4
Source: the Open Molecules 2025 dataset
Level of theory: ωB97M-V/def2-TZVPD

XYZ file:
```
61
Properties=species:S:1:pos:R:3:forces:R:3:lowdin_charge:R:1
C 5.49195 -1.18131 2.58830 1.1510 0.1701 0.4085 -0.15
C 5.57325 -0.38998 1.21661 -0.9129 0.4494 0.3181 -0.39
C 5.49072 1.19057 1.58640 0.5652 -1.2307 0.2061 -0.11
C 4.41594 -0.73476 0.15587 1.0682 0.1883 -0.2976 -0.22
B 3.25352 -1.77532 0.68011 -0.0736 0.6495 -0.2992 -0.58
C 2.14480 -1.13442 1.71627 -1.1940 -0.4681 0.0578 -0.23
C 0.99915 -0.26855 1.01132 0.1244 0.0451 1.9271 -0.34
N 1.49777 0.97083 0.34715 -0.5416 -0.2910 -0.4176 -0.04
H 5.51261 -2.30707 2.47743 -0.4111 1.3510 0.0182 0.06
H 6.45004 -0.92440 3.16271 -1.0410 -0.2397 -0.5898 0.06
H 4.65230 -0.83194 3.26873 0.7587 -0.6393 -1.0850 0.07
H 6.57849 -0.64988 0.74823 -1.0388 0.5802 0.6681 0.11
H 4.45262 1.60402 1.41437 1.2579 -0.4668 -0.0739 0.05
H 5.69970 1.30523 2.70110 0.0670 0.1417 -1.3863 0.06
H 6.27724 1.68889 0.94818 -1.0705 0.0314 0.8220 0.06
H 3.98465 0.24961 -0.19328 0.5308 -0.9841 0.2138 0.03
H 4.91166 -1.19500 -0.76700 -0.4970 0.5607 1.0277 0.07
H 2.62894 -2.12681 -0.30328 -0.3946 -0.1222 -0.5214 0.03
H 3.77116 -2.79078 1.08894 0.1540 -0.3144 0.3634 0.03
H 2.58323 -0.52758 2.57089 -0.5513 -0.4114 -0.8059 0.07
H 1.60567 -2.02358 2.19746 0.5221 1.1398 -0.3322 0.08
H 0.32947 -0.88335 0.33328 1.0748 0.6781 0.4540 0.10
H 0.32088 0.08971 1.86166 0.5351 -0.3588 -1.0710 0.07
H 2.23542 1.38761 0.92702 -0.2799 -0.4718 -0.5368 0.04
H 1.87598 0.74986 -0.58257 0.1663 0.0412 0.8423 0.05
C -5.02762 -0.08521 2.77227 -0.2503 0.0572 -0.0212 -0.13
C -3.97109 0.60238 1.91176 -0.2668 0.0305 0.2372 -0.26
C -3.00917 -0.38243 1.24236 0.3949 -0.0845 0.5947 -0.18
C -2.27481 -1.16833 2.27748 0.5438 -0.5552 0.3061 -0.23
N -1.70019 -1.77753 3.08150 -0.9524 0.8491 -1.0168 0.15
H -4.57583 -0.63417 3.60169 0.0330 -0.0215 -0.0992 0.07
H -5.70518 0.65627 3.20440 0.0441 0.0004 -0.0093 0.07
H -5.62433 -0.78716 2.17862 0.2329 0.3053 0.3676 0.01
H -3.40655 1.30276 2.53411 0.0684 -0.0280 -0.1572 0.11
H -4.47236 1.19155 1.13770 0.1197 -0.0216 -0.0451 0.10
H -2.28345 0.15753 0.62922 0.1168 -0.1395 0.1091 0.11
H -3.55476 -1.07092 0.59495 0.0854 -0.0592 0.1347 0.08
C 1.02674 4.20442 -2.19350 0.0255 0.0444 0.0613 -0.11
C 2.06888 4.90947 -3.05680 -0.3283 0.0802 0.1561 -0.28
C 3.02905 3.93572 -3.74360 0.2918 -0.1660 0.6900 -0.19
C 3.77345 3.14589 -2.71719 0.4799 -0.5593 0.2753 -0.21
N 4.34944 2.52924 -1.91981 -0.7608 0.9673 -1.0743 0.17
H 1.48934 3.64949 -1.37408 -0.0490 -0.0624 -0.0868 0.06
H 0.34704 4.93386 -1.74739 0.0053 -0.0505 -0.0468 0.07
H 0.43249 3.50557 -2.78869 0.0337 0.0071 0.0703 0.08
H 2.63414 5.60763 -2.43251 0.0535 -0.0477 -0.1155 0.11
H 1.55711 5.50288 -3.82041 0.1326 -0.0222 -0.0510 0.10
H 3.74616 4.48341 -4.35891 0.0458 -0.1369 0.0465 0.11
H 2.48025 3.24936 -4.39285 0.0704 -0.0386 0.0887 0.11
C -6.12091 -4.42788 -2.24176 -0.0182 -0.0641 -0.0306 -0.11
C -6.70850 -3.03184 -2.41923 -0.0628 -0.3257 -0.1052 -0.27
C -5.89818 -1.94921 -1.70244 -0.2021 -0.2572 0.6410 -0.18
C -5.86425 -2.22404 -0.23404 0.1427 0.0257 0.7621 -0.19
N -5.83607 -2.43868 0.90750 -0.2139 -0.0648 -1.9328 0.17
H -6.11941 -4.73337 -1.19316 0.0515 0.0719 -0.0367 0.07
H -6.71310 -5.16179 -2.79244 0.0633 0.0400 0.0014 0.07
H -5.09392 -4.47136 -2.61413 -0.0549 -0.0221 0.0453 0.08
H -7.73761 -3.02978 -2.04845 0.0671 0.1194 -0.0204 0.11
H -6.75081 -2.79625 -3.48608 0.0130 0.1176 0.0844 0.11
H -6.34890 -0.96856 -1.86917 0.0920 -0.0112 0.1371 0.11
H -4.87420 -1.92052 -2.08285 -0.0168 -0.0059 0.1294 0.12
```
Forces are in eV/Å.

## Properties
- frontier orbital gap (hartree) = 0.22627
- LUMO (eV) = 2.052
- E_tot (hartree) = -952.4573
- M (g/mol) = 321.34
- total charge = -1

Question: Which of these has the highest frontier orbital gap?
Answer: C18H38BFN8O3